# 1
{"formula": "C15H22N3NiO6PS4", "method": "ωB97M-V/def2-TZVPD", "symbols": ["Ni", "C", "C", "O", "P", "S", "S", "O", "C", "C", "H", "H", "H", "H", "H", "H", "H", "H", "H", "H", "C", "S", "C", "O", "H", "H", "H", "H", "H", "H", "O", "S", "O", "O", "C", "N", "C", "C", "C", "N", "C", "C", "C", "N", "C", "C", "H", "H", "H", "H", "H", "H"], "coordinates": [[-0.24200, -0.43442, -0.01417], [3.17285, 1.25219, 4.65472], [2.53100, -0.03669, 4.19966], [1.21370, 0.26065, 3.69223], [0.71407, -0.40808, 2.33967], [-1.16334, 0.17682, 2.05929], [1.95323, -0.06480, 0.80820], [0.79900, -1.94372, 2.75786], [0.57742, -3.01497, 1.80854], [0.16663, -4.24445, 2.57694], [4.16153, 1.05030, 5.07010], [2.56127, 1.73185, 5.41981], [3.27674, 1.93791, 3.81325], [2.40911, -0.74016, 5.02213], [3.12970, -0.51877, 3.42504], [1.49626, -3.17345, 1.24650], [-0.20273, -2.74231, 1.09667], [0.93983, -4.52383, 3.29431], [0.01649, -5.06973, 1.88041], [-0.76340, -4.06602, 3.11680], [-1.89764, 3.52771, -0.78548], [-0.45351, 2.48502, -0.79731], [0.25378, 3.04094, -2.33661], [-0.99325, 1.09949, -1.11921], [-2.41888, 3.43049, -1.73737], [-1.57643, 4.55471, -0.60761], [-2.52508, 3.18232, 0.03373], [0.60560, 4.06561, -2.21027], [-0.50067, 2.96777, -3.11892], [1.08856, 2.37674, -2.55265], [-4.35358, -5.64087, -5.41351], [-3.45402, -6.55421, -6.09946], [-3.85362, -7.95056, -6.03186], [-3.03098, -6.10470, -7.42258], [-1.88284, -6.46237, -5.17349], [-1.01278, -7.46966, -5.35673], [0.14996, -7.32877, -4.73061], [0.47269, -6.24160, -3.95122], [-0.49622, -5.24034, -3.81391], [-1.68336, -5.37786, -4.42969], [-0.31340, -4.05199, -3.01993], [-1.41124, -3.16897, -2.77758], [-1.24598, -2.06453, -2.01500], [-0.02981, -1.70527, -1.43411], [1.04124, -2.53002, -1.70023], [0.93644, -3.65841, -2.44716], [0.85685, -8.14560, -4.86119], [1.43258, -6.17779, -3.45350], [-2.36861, -3.40016, -3.22609], [-2.07722, -1.39083, -1.82894], [1.99286, -2.21738, -1.28671], [1.83063, -4.24258, -2.62328]], "mulliken_charge": [-0.065, -1.212, -0.197, -0.357, 1.366, -0.523, -0.408, -0.322, 0.095, -1.507, 0.381, 0.296, 0.272, 0.260, 0.389, 0.300, 0.110, 0.339, 0.430, 0.328, -1.041, 0.601, -1.048, -0.519, 0.332, 0.413, 0.306, 0.418, 0.333, 0.321, -0.683, 1.169, -0.701, -0.703, 0.114, -0.543, -0.300, -0.625, 0.447, -0.324, 1.075, -0.827, -0.185, 0.017, -0.495, -0.800, 0.396, 0.260, 0.559, 0.362, 0.483, 0.211], "e_homo_ev": [-2.57, -4.47], "homo_lumo_gap_ev": [3.775, 5.412], "spin_multiplicity": 4, "total_energy_ev": -126343.18290, "e_above_lowest_kj_mol": 37.8, "s2": 3.7793, "total_charge": -1}

=====

# 2
{"formula": "C6H6", "method": "ωB97M-V/def2-TZVPD", "symbols": ["C", "C", "C", "C", "C", "C", "H", "H", "H", "H", "H", "H"], "coordinates": [[-1.56012, 0.89851, 0.33269], [-0.42912, -0.01115, 0.00692], [-0.34704, -1.30234, -0.33910], [1.17422, -1.55398, -0.48225], [1.45033, -0.17058, -0.15519], [1.11675, 0.97970, 0.17684], [-1.52299, 1.31257, 1.34839], [-1.69377, 1.72647, -0.37523], [-2.42885, 0.23346, 0.25982], [1.48299, -1.86108, -1.48274], [1.55284, -2.26221, 0.25694], [1.20475, 2.01062, 0.45292]], "mulliken_charge": [-1.172, 0.877, -0.981, -0.057, -0.265, -0.360, 0.320, 0.308, 0.325, 0.292, 0.274, 0.439], "e_homo_ev": -7.48, "homo_lumo_gap_ev": 7.969, "total_energy_ev": -6312.01446, "e_above_lowest_kj_mol": 693.3, "total_charge": 0}

=====

# 3
{"formula": "C14H27FNO4", "method": "ωB97M-V/def2-TZVPD", "symbols": ["O", "C", "O", "O", "C", "C", "C", "C", "F", "H", "H", "H", "H", "H", "H", "H", "H", "H", "C", "C", "C", "C", "C", "C", "N", "O", "C", "C", "C", "H", "H", "H", "H", "H", "H", "H", "H", "H", "H", "H", "H", "H", "H", "H", "H", "H", "H"], "coordinates": [[5.30254, -5.31711, -0.50739], [4.32550, -4.82208, -0.97389], [3.16755, -5.50719, -1.21476], [4.23341, -3.55098, -1.39276], [3.39782, -2.71598, -0.55398], [1.96934, -2.59364, -1.09463], [0.87970, -3.14802, -0.15872], [-0.04233, -4.13771, -0.84857], [-0.58991, -5.00821, 0.09727], [2.96444, -6.06747, -0.45509], [3.90634, -1.75523, -0.52633], [3.40333, -3.13502, 0.45655], [1.76486, -1.54532, -1.31702], [1.95091, -3.13537, -2.04289], [0.28736, -2.31977, 0.22731], [1.31055, -3.66075, 0.70623], [0.49935, -4.75212, -1.57049], [-0.88594, -3.64900, -1.34083], [-3.20190, 1.32603, 0.36727], [-1.73710, 1.10432, 0.78188], [-1.44711, 1.73250, 2.15019], [-1.39228, 3.25792, 2.11744], [-0.40839, 3.75214, 1.05896], [-0.68310, 3.18012, -0.33729], [-0.77801, 1.68594, -0.21917], [0.36383, 1.10918, -0.22134], [-1.95314, 3.78919, -0.93708], [0.46805, 3.50758, -1.28126], [-1.49043, -0.39693, 0.83282], [-3.79991, 0.47741, 0.69853], [-3.64103, 2.21825, 0.80948], [-3.30073, 1.39414, -0.71531], [-0.48585, 1.35177, 2.50908], [-2.20986, 1.38878, 2.85375], [-2.38633, 3.67612, 1.93771], [-1.08307, 3.62633, 3.09720], [-0.43350, 4.84286, 0.99276], [0.60745, 3.47325, 1.35453], [-2.21221, 3.29286, -1.87319], [-1.76078, 4.84009, -1.15531], [-2.81412, 3.75034, -0.27733], [1.42414, 3.18315, -0.88061], [0.49964, 4.58806, -1.43028], [0.32223, 3.02843, -2.24994], [-1.64822, -0.84594, -0.14971], [-2.18532, -0.85808, 1.53655], [-0.48062, -0.62003, 1.16222]], "mulliken_charge": [-0.490, 0.596, -0.388, -0.375, -0.627, -0.522, 0.606, -0.381, -0.340, 0.320, 0.317, 0.412, 0.395, 0.401, -0.794, 0.403, 0.286, 0.305, -1.936, 2.252, -1.302, -0.462, -1.231, 1.562, 0.482, -0.591, -1.662, -1.913, -2.299, 0.493, 0.358, 0.335, 0.372, 0.347, 0.303, 0.385, 0.391, 0.382, 0.365, 0.442, 0.301, 0.377, 0.423, 0.445, 0.585, 0.436, 0.239], "e_homo_ev": [-8.34, -9.55], "homo_lumo_gap_ev": [9.054, 9.934], "spin_multiplicity": 2, "total_energy_ev": -27351.76402, "e_above_lowest_kj_mol": 0.0, "s2": 0.7541, "total_charge": 0}

=====

# 4
{"formula": "C4H6N4", "method": "ωB97M-V/def2-TZVPD", "symbols": ["C", "C", "C", "C", "H", "H", "H", "H", "H", "H", "N", "N", "N", "N"], "coordinates": [[-2.75367, -0.10419, 0.04785], [0.64583, -0.37123, 0.17897], [2.32923, 0.88376, -0.08814], [2.67284, -0.54491, -0.18396], [-3.31381, -0.74926, -0.67772], [-2.91110, -0.84113, 0.99600], [-3.36520, 0.89277, 0.15715], [-1.20987, 0.99948, 0.34367], [3.22504, 1.59043, -0.19343], [3.82834, -0.70269, -0.00424], [-1.40933, 0.24189, -0.30242], [-0.50851, -0.81655, -0.36153], [1.05182, 0.89630, 0.01136], [1.71839, -1.37466, 0.07646]], "mulliken_charge": [-0.688, 0.448, 0.020, -0.097, 0.246, 0.241, 0.298, 0.326, 0.297, 0.248, -0.037, -0.347, -0.500, -0.454], "e_homo_ev": -8.90, "homo_lumo_gap_ev": 7.638, "total_energy_ev": -10201.32156, "e_above_lowest_kj_mol": 445.6, "smiles": "CNN=C1N=CC=N1", "total_charge": 0}

=====

Which formula does entry 4 have?
C4H6N4